(1)
Entry from OMol25: a cluster of 5 separate species, C29H47FN3O13P in total in a non-equilibrium geometry (wB97M-V/def2-TZVPD).

```
94
Properties=species:S:1:pos:R:3:lowdin_charge:R:1
C -2.0008 0.0637 0.5093 0.00
C -1.7580 -1.0437 1.5434 -0.43
O -2.4250 -1.0161 2.5553 0.09
N -0.8263 -2.1381 1.3690 -0.13
C -1.0161 -2.8433 0.0776 -0.03
C 0.5535 -1.7365 1.5035 -0.26
C 1.1035 -0.6690 0.7272 -0.01
C 2.4076 -0.3433 0.8929 -0.01
C 3.2493 -0.9876 1.8303 -0.22
N 4.5445 -0.5499 1.9298 0.16
C 5.1843 -1.2107 2.8541 -0.05
C 4.6389 -2.2659 3.6352 -0.32
F 5.4191 -2.8480 4.5470 0.10
N 3.4370 -2.7015 3.5135 0.21
C 2.6925 -2.0290 2.5814 -0.19
C 1.3269 -2.4290 2.4021 -0.23
P 0.4932 -3.8026 3.2840 0.94
C 1.6612 -5.1246 3.8270 -0.33
C -0.5845 -3.2030 4.6626 -0.28
H -3.0719 0.0695 0.2579 0.09
H -1.4659 -0.0699 -0.4353 0.06
H -1.8040 1.0404 0.9884 0.07
H -0.7657 -2.1327 -0.7301 0.08
H -0.3180 -3.6886 0.0808 0.09
H -2.0458 -3.2119 0.0151 0.09
H 0.5431 -0.1090 -0.0138 0.10
H 2.8260 0.4546 0.2780 0.12
H 6.2299 -0.9426 3.0332 0.12
H 2.3847 -4.7758 4.5766 0.01
H 2.2504 -5.4653 2.9638 0.03
H 1.1323 -6.0055 4.2122 0.03
H -1.5711 -3.0200 4.2179 0.01
H -0.2373 -2.2994 5.1759 0.04
H -0.7229 -4.0544 5.3451 0.03
C 1.2387 7.5073 1.4539 -0.07
C 1.3171 6.3262 0.5089 -0.21
O 1.0716 5.0901 1.1957 0.04
C -0.2045 4.8366 1.4811 -0.61
O -1.1470 5.5327 1.2088 0.12
O -0.2567 3.6764 2.1419 0.00
C -1.5644 3.3241 2.5944 -0.05
H 1.9067 7.3602 2.3041 0.08
H 1.5151 8.4281 0.9398 0.08
H 0.2317 7.6264 1.8531 0.07
H 2.3249 6.2545 0.1017 0.12
H 0.6326 6.4377 -0.3327 0.12
H -2.2826 3.3389 1.7756 0.09
H -1.8789 3.9984 3.3901 0.10
H -1.5148 2.3139 2.9954 0.09
C -6.3862 -3.5009 2.6544 -0.06
C -6.1835 -2.7182 1.3746 -0.20
O -5.8020 -3.5757 0.2867 0.02
C -6.7868 -4.2932 -0.2592 -0.61
O -7.9437 -4.2790 0.0641 0.13
O -6.2497 -5.0507 -1.2203 -0.02
C -7.1700 -5.9530 -1.8379 -0.03
H -5.4995 -4.0944 2.8829 0.08
H -6.5864 -2.8267 3.4872 0.08
H -7.2231 -4.1932 2.5646 0.07
H -5.3640 -2.0119 1.5052 0.11
H -7.0706 -2.1419 1.1094 0.12
H -8.0505 -5.4282 -2.2037 0.10
H -7.4563 -6.7339 -1.1344 0.10
H -6.6573 -6.4096 -2.6810 0.09
C 0.1446 -4.0167 -6.1602 -0.07
C -0.7711 -5.2168 -6.0350 -0.21
O -1.3648 -5.2931 -4.7322 0.04
C -2.3711 -4.4461 -4.5099 -0.61
O -2.8169 -3.6515 -5.2961 0.12
O -2.7866 -4.6204 -3.2546 0.01
C -3.8084 -3.7074 -2.8453 -0.04
H 0.8894 -4.0202 -5.3625 0.08
H 0.6557 -4.0234 -7.1232 0.08
H -0.4139 -3.0848 -6.0751 0.07
H -0.1930 -6.1317 -6.1576 0.12
H -1.5439 -5.2151 -6.8044 0.12
H -4.6488 -3.7187 -3.5369 0.10
H -3.3968 -2.7006 -2.7623 0.10
H -4.1615 -4.0188 -1.8677 0.07
C 5.7894 7.2790 -4.3729 -0.07
C 4.9227 7.9839 -3.3504 -0.21
O 5.1874 7.5137 -2.0212 0.03
C 6.3047 7.9767 -1.4593 -0.61
O 7.0858 8.7432 -1.9577 0.13
O 6.4175 7.4219 -0.2503 0.00
C 7.6264 7.7575 0.4331 -0.04
H 5.6807 6.1968 -4.2844 0.08
H 5.5134 7.5821 -5.3832 0.08
H 6.8436 7.5099 -4.2220 0.07
H 3.8744 7.7622 -3.5463 0.12
H 5.0413 9.0668 -3.4004 0.12
H 7.7627 8.8360 0.4856 0.10
H 8.4771 7.2901 -0.0615 0.10
H 7.5461 7.3636 1.4431 0.09
```

Output
structure (SMILES) = CC(=O)N(C)c1ccc2ncc(F)nc2c1P(C)C.CCOC(=O)OC.CCOC(=O)OC.CCOC(=O)OC.CCOC(=O)OC
charge = 0
multiplicity = 1



(2)
Entry from OMol25: a structure of composition C14H36InN2O9P2 in a non-equilibrium geometry (wB97M-V/def2-TZVPD).

```
64
Properties=species:S:1:pos:R:3:lowdin_charge:R:1
C 2.1110 3.5487 2.3376 -0.11
C 0.5522 3.2442 1.9889 -0.21
N 0.5572 2.1118 1.0204 -0.17
C -0.0321 2.4667 -0.3034 -0.29
C 0.5335 1.3764 -1.3846 -0.30
In 2.7491 0.9103 -0.9717 0.44
C 3.2746 -1.2313 -1.6016 -0.32
C 4.4488 -1.6956 -0.6336 -0.36
N 5.5020 -2.4009 -1.0413 -0.01
C -0.0006 0.8801 1.5767 -0.41
C -1.5032 0.3747 1.3800 -0.03
O 0.7730 0.1835 2.2892 0.01
H 2.5581 2.6695 2.9185 0.07
H 2.2628 4.5553 2.8406 0.06
H 2.6400 3.5420 1.3179 0.06
H 0.1198 4.2135 1.5870 0.11
H 0.0367 2.9726 2.9811 0.10
H -1.1766 2.4825 -0.3097 0.10
H 0.3804 3.4806 -0.6444 0.12
H 0.4156 1.8417 -2.4159 0.01
H -0.1180 0.4301 -1.2966 0.01
H 3.8597 1.9717 -1.9470 -0.14
H 3.1631 1.1156 0.7833 -0.08
H 2.3745 -1.9091 -1.4416 0.02
H 3.6614 -1.3020 -2.6700 0.03
H 4.3502 -1.3546 0.4611 0.08
H 6.0490 -2.5218 -0.1608 0.01
H -2.2876 1.1885 1.5613 0.08
H -1.6762 -0.4041 2.2090 0.08
H -1.6733 -0.1845 0.3993 0.08
C -0.0523 -2.4923 -6.5389 -0.13
O 0.7254 -3.6484 -6.8399 -0.28
P 1.6125 -4.2864 -5.5115 0.77
O 2.5314 -3.0676 -5.5268 -0.24
O 2.2371 -5.4520 -6.4979 -0.27
C 1.4300 -6.0679 -7.4909 -0.14
O 2.4646 -4.9518 -4.1813 -0.33
C 3.8851 -4.9722 -4.2318 -0.14
H -0.6882 -2.2709 -7.3978 0.08
H -0.6842 -2.6757 -5.6669 0.08
H 0.5954 -1.6338 -6.3545 0.08
H 1.5016 -5.5078 -8.4272 0.09
H 0.3852 -6.1333 -7.1794 0.08
H 1.8035 -7.0786 -7.6670 0.08
H 4.2835 -3.9923 -3.9616 0.08
H 4.2545 -5.2687 -5.2144 0.08
H 4.2347 -5.7009 -3.4975 0.09
C -5.5642 4.7997 6.2754 -0.14
O -5.5568 3.5078 5.6750 -0.28
P -4.0355 2.7055 5.7049 0.76
O -3.4239 3.6921 4.7123 -0.26
O -4.6877 1.4267 4.8951 -0.26
C -6.0215 1.0095 5.1530 -0.13
O -2.5660 1.8475 5.9098 -0.32
C -1.8347 1.4770 4.7471 -0.13
H -6.5978 5.1432 6.3425 0.09
H -5.1390 4.7541 7.2808 0.08
H -5.0010 5.5076 5.6651 0.08
H -6.7101 1.5359 4.4868 0.09
H -6.3065 1.1860 6.1924 0.08
H -6.0982 -0.0601 4.9492 0.09
H -1.2568 2.3272 4.3820 0.06
H -2.4859 1.1017 3.9582 0.06
H -1.1390 0.6830 5.0258 0.10
```

Output
charge = -1
multiplicity = 1



(3)
Entry from OMol25: a cluster of 2 separate species, C3H9NO3 in total in a non-equilibrium geometry (wB97M-V/def2-TZVPD).

```
16
Properties=species:S:1:pos:R:3:lowdin_charge:R:1
C 0.6916 -0.3280 -0.1552 -0.40
C -0.7512 -0.4812 -0.6651 -0.43
C 0.8504 -0.3137 1.3351 0.00
N -1.2566 -1.7596 -0.2504 0.09
O 1.6385 -0.2955 -0.9356 0.04
O 0.6689 2.1855 -0.7819 -0.07
O -1.5569 0.5738 -0.1620 -0.03
H 1.3022 1.5320 -1.2538 0.09
H 1.1746 2.6393 -0.1005 0.06
H -1.1262 1.4134 -0.3917 0.07
H -0.7208 -0.4597 -1.7644 0.16
H -1.4383 -1.7478 0.7479 0.08
H -2.1382 -1.9516 -0.7128 0.09
H 0.0331 0.2378 1.7951 0.09
H 1.8155 0.1024 1.6138 0.09
H 0.8134 -1.3472 1.6817 0.09
```

Output
structure (SMILES) = CC(=O)[C@@H](N)O.O
ΔE to the lowest compared entry with this formula, charge and spin = 28.0 kcal per mole
charge = 0
multiplicity = 1



(4)
Entry from OMol25: a cluster of 12 separate species, C6H34NO11 in total in a non-equilibrium geometry (wB97M-V/def2-TZVPD).

```
52
Properties=species:S:1:pos:R:3:lowdin_charge:R:1
C 3.7261 -0.5014 0.4739 -0.10
C 3.0994 0.8287 0.1012 -0.24
C 1.6298 0.7088 -0.3199 -0.14
C 0.7778 0.1251 0.7607 -0.28
C 0.2707 0.7332 1.8179 0.12
C 0.5667 -2.1420 1.4513 0.13
N 0.4592 -1.2661 0.5406 0.11
H 3.3353 -0.9452 1.3881 0.05
H 3.6185 -1.2256 -0.3398 0.08
H 4.8138 -0.4270 0.5903 0.08
H 3.1639 1.5307 0.9386 0.10
H 3.6716 1.3363 -0.6820 0.12
H 1.2528 1.6931 -0.5876 0.12
H 1.5677 0.1255 -1.2418 0.12
H -0.3495 0.2274 2.5498 0.07
H 0.3929 1.7782 2.0501 0.08
H 0.3237 -3.1811 1.2727 0.13
H 0.9361 -1.8327 2.4202 0.09
H 0.0673 -1.5035 -0.3667 0.15
H -2.9558 -1.0577 -0.3561 0.02
H -2.6735 -0.7395 -1.8852 0.02
O -2.6736 -1.4612 -1.2147 -0.08
H -1.3465 4.9831 -0.1565 0.06
H -0.1028 4.2491 0.4571 0.00
O -0.8439 4.1709 -0.1770 -0.06
H 1.7115 3.7550 1.8647 0.05
H 1.8307 5.2257 1.4618 0.08
O 1.1941 4.5105 1.5525 -0.03
H -1.7164 0.3900 -3.4543 0.03
H -3.1641 0.9330 -3.4281 0.09
O -2.4134 0.7423 -2.8449 -0.07
H -4.1109 0.0824 1.4828 0.09
H -2.9469 0.7561 0.6759 0.04
O -3.2135 -0.0939 1.1580 -0.10
H -0.0788 -1.2092 -3.8091 0.02
H 0.2871 0.0137 -4.7873 0.07
O -0.4051 -0.3868 -4.2466 -0.06
H -1.8133 -4.4550 -1.9920 0.07
H -1.9589 -3.0504 -1.3249 0.01
O -1.3316 -3.7986 -1.4804 -0.07
H 2.9826 -0.8359 4.1591 0.05
H 1.5111 -0.5339 4.6162 0.08
O 2.1055 -0.6195 3.8390 -0.06
H -0.0898 -2.9863 -2.3559 0.01
H 1.2172 -3.0421 -3.2402 0.06
O 0.6348 -2.4558 -2.7712 -0.07
H -1.9311 2.7549 -0.2797 0.02
H -2.5118 1.7276 -1.3070 0.03
O -2.6274 2.0560 -0.3811 -0.09
H -2.1654 -2.5862 2.8117 0.08
H -2.1640 -1.1996 2.1109 0.03
O -1.5601 -1.9010 2.4847 -0.08
```

Output
ΔE to the lowest compared entry with this formula, charge and spin = 22.5 kcal per mole
charge = +1
multiplicity = 1



(5)
Entry from OMol25: a cluster of 7 separate species, C36H33B2F6IO2 in total (wB97M-V/def2-TZVPD).

```
80
Properties=species:S:1:pos:R:3:lowdin_charge:R:1
O 6.7675 -6.3434 2.6021 0.12
B 6.0806 -5.1558 2.4208 -0.73
O 6.8182 -4.0358 2.1142 0.15
B 4.4055 -5.0307 2.6745 -0.54
I 3.1866 -5.8336 1.1375 0.88
H 6.5929 -6.9813 1.9074 0.10
H 6.2981 -3.3559 1.6814 0.09
H 3.8653 -4.5014 3.5850 -0.02
F 2.9807 -3.4272 -1.4202 0.01
C 1.9706 -3.5386 -2.3104 -0.29
C 0.9833 -2.5750 -2.3141 -0.01
C -0.0465 -2.6908 -3.2370 -0.08
C -0.0782 -3.7576 -4.1250 -0.09
C 0.9279 -4.7135 -4.0925 -0.08
C 1.9691 -4.6097 -3.1803 -0.02
H 1.0282 -1.7548 -1.6124 0.09
H -0.8268 -1.9404 -3.2615 0.10
H -0.8844 -3.8424 -4.8410 0.10
H 0.9063 -5.5471 -4.7821 0.10
H 2.7678 -5.3378 -3.1390 0.12
F 1.4601 -3.4192 3.5428 0.03
C 1.3513 -2.0865 3.3584 -0.28
C 0.2348 -1.5991 2.7085 0.00
C 0.1413 -0.2302 2.5065 -0.07
C 1.1467 0.6235 2.9449 -0.09
C 2.2544 0.1012 3.5974 -0.08
C 2.3654 -1.2673 3.8128 -0.02
H -0.5335 -2.2813 2.3688 0.11
H -0.7243 0.1712 1.9952 0.09
H 1.0650 1.6839 2.7584 0.08
H 3.0450 0.7593 3.9346 0.11
H 3.2188 -1.6980 4.3192 0.12
F -0.0932 0.3051 -1.1110 0.02
C 0.9314 1.1979 -1.1357 -0.28
C 2.0981 0.8480 -0.4922 -0.02
C 3.1433 1.7595 -0.4864 -0.07
C 3.0059 2.9826 -1.1300 -0.09
C 1.8181 3.3000 -1.7757 -0.08
C 0.7580 2.4026 -1.7809 -0.01
H 2.1614 -0.1088 0.0098 0.12
H 4.0639 1.5128 0.0255 0.11
H 3.8231 3.6910 -1.1245 0.10
H 1.7096 4.2539 -2.2746 0.11
H -0.1806 2.6247 -2.2721 0.11
F -2.8506 2.6409 -6.6088 0.05
C -3.2578 2.1700 -5.4115 -0.29
C -4.6004 2.2295 -5.0970 -0.02
C -5.0112 1.7433 -3.8635 -0.08
C -4.0877 1.2128 -2.9738 -0.09
C -2.7443 1.1659 -3.3195 -0.09
C -2.3154 1.6470 -4.5490 -0.02
H -5.2995 2.6501 -5.8067 0.12
H -6.0597 1.7809 -3.5985 0.11
H -4.4109 0.8381 -2.0112 0.09
H -2.0217 0.7528 -2.6266 0.08
H -1.2745 1.6177 -4.8429 0.12
F 1.3850 3.7563 2.2408 0.03
C 0.5122 4.7187 2.6184 -0.28
C 0.6086 5.2411 3.8910 -0.02
C -0.2966 6.2246 4.2648 -0.08
C -1.2692 6.6606 3.3757 -0.10
C -1.3394 6.1121 2.1024 -0.08
C -0.4413 5.1297 1.7101 -0.01
H 1.3729 4.8808 4.5658 0.12
H -0.2394 6.6505 5.2578 0.11
H -1.9722 7.4259 3.6752 0.10
H -2.0985 6.4471 1.4079 0.11
H -0.4705 4.6859 0.7239 0.11
F -4.5854 0.9663 1.2917 0.05
C -4.2004 -0.3125 1.0944 -0.29
C -5.0444 -1.3304 1.4902 -0.01
C -4.6383 -2.6409 1.2804 -0.08
C -3.4120 -2.9143 0.6892 -0.09
C -2.5848 -1.8689 0.3022 -0.09
C -2.9784 -0.5525 0.5002 -0.04
H -5.9926 -1.0937 1.9529 0.12
H -5.2866 -3.4528 1.5828 0.11
H -3.1009 -3.9382 0.5316 0.10
H -1.6243 -2.0736 -0.1538 0.10
H -2.3461 0.2755 0.2061 0.10
```

Output
structure (SMILES) = Fc1ccccc1.Fc1ccccc1.Fc1ccccc1.Fc1ccccc1.Fc1ccccc1.Fc1ccccc1.OB(O)BI
charge = 0
multiplicity = 1



(6)
Entry from OMol25: a cluster of 2 separate species, C6H16NO in total in a non-equilibrium geometry (wB97M-V/def2-TZVPD).

```
24
Properties=species:S:1:pos:R:3:lowdin_charge:R:1
C 0.7064 -1.6283 -1.1840 -0.08
C -0.5319 -1.4961 -0.3179 -0.15
C -0.9919 -0.0946 -0.1944 -0.34
C -0.9487 0.8849 -1.0964 0.06
C -1.2959 0.4524 1.2197 -0.20
C -2.2991 -0.3527 2.1541 -0.06
N 1.8191 -0.6897 -0.5638 0.20
H 0.6576 -1.2552 -2.1909 0.12
H 1.1630 -2.6182 -1.1053 0.13
H -0.3411 -2.0470 0.6012 0.13
H -1.3378 -1.9826 -0.8944 0.15
H -1.3076 1.8570 -0.8437 0.07
H -0.7899 0.7659 -2.1801 0.09
H -0.3295 0.4231 1.7564 0.11
H -1.6892 1.4561 1.2144 0.10
H -2.8244 0.4237 2.6721 0.06
H -2.9575 -0.8504 1.4252 0.08
H -1.7968 -1.0763 2.7749 0.06
H 1.2548 0.0107 -0.0628 0.11
H 2.2503 -0.2259 -1.3557 0.15
H 2.4344 -1.1155 0.1163 0.16
H 2.5539 3.3275 -0.3947 0.07
H 2.3268 2.3259 0.7070 0.02
O 2.5462 2.3600 -0.2179 -0.06
```

Output
ΔE to the lowest compared entry with this formula, charge and spin = 39.5 kcal per mole
charge = +1
multiplicity = 1



no.,HOMO level (eV),E (eV)
1,-7.07,-73929.194
2,-4.38,-60252.072
3,-9.65,-10889.368
4,-12.94,-30782.093
5,-9.18,-67722.626
6,-13.32,-10011.599